This record from the Open Molecules 2025 dataset describes a molecular structure, C21H37N10O2PSSe4Ti. The level of theory is the ωB97M-V functional and the def2-TZVPD basis.

Positions of all 77 atoms, in Å:
Ti 0.00 -0.80 2.23
N -1.15 -0.65 -1.66
N -2.49 -1.02 -1.29
C -2.69 -1.48 -0.01
N -3.97 -1.55 0.41
N -1.63 -1.84 0.64
N -1.75 -2.14 2.01
O -2.84 -2.26 2.64
O -0.59 -2.63 2.53
H -0.81 0.06 -1.01
H -1.22 -0.24 -2.58
H -3.21 -0.39 -1.61
H -4.67 -1.00 -0.06
H -4.06 -1.71 1.41
Se -1.82 1.07 2.22
Se -1.66 0.06 4.33
Se 0.35 0.84 5.21
Se 1.70 -0.85 4.32
N 1.72 0.24 -1.07
N 2.88 0.58 -0.37
C 2.81 1.22 0.82
N 4.02 1.69 1.24
S 1.44 1.47 1.74
H 1.72 -0.74 -1.31
H 1.61 0.82 -1.89
H 3.76 0.61 -0.87
H 4.87 1.36 0.82
H 4.05 1.94 2.22
C 0.01 4.14 -0.03
P -1.09 2.78 -0.56
C -0.97 2.92 -2.40
C -2.03 2.58 -3.24
C -1.85 2.50 -4.62
C -0.61 2.75 -5.19
C 0.45 3.10 -4.37
C 0.27 3.18 -2.99
C -2.77 3.48 -0.29
C -3.85 2.61 -0.25
C -5.14 3.06 -0.03
C -5.37 4.41 0.20
C -4.30 5.30 0.18
C -3.01 4.84 -0.07
H -0.13 5.05 -0.61
H 1.05 3.82 -0.10
H -0.19 4.33 1.03
H -3.01 2.40 -2.82
H -2.69 2.25 -5.25
H -0.47 2.68 -6.26
H 1.42 3.32 -4.80
H 1.11 3.47 -2.36
H -3.66 1.54 -0.37
H -5.97 2.36 0.00
H -6.37 4.77 0.40
H -4.47 6.35 0.36
H -2.20 5.55 -0.08
C 2.52 -6.09 0.92
C 3.16 -4.98 0.11
N 3.04 -3.64 0.70
C 4.06 -3.26 1.69
C 3.72 -3.66 3.12
C 1.90 -2.90 0.56
C 0.90 -3.38 -0.45
N 1.68 -1.78 1.17
H 2.50 -7.02 0.35
H 1.49 -5.84 1.20
H 3.07 -6.28 1.85
H 2.75 -4.96 -0.89
H 4.23 -5.17 0.00
H 4.22 -2.18 1.62
H 4.99 -3.72 1.37
H 2.70 -3.37 3.39
H 4.40 -3.17 3.82
H 3.80 -4.74 3.25
H 1.37 -3.48 -1.43
H 0.09 -2.66 -0.51
H 0.48 -4.35 -0.17
H 2.43 -1.55 1.82

Multiplicity ... 3
E_HOMO (alpha / beta) ... -6.34 / -6.47 eV
Net charge ... 0
<S²> ... 2.02
Relative energy (zero: lowest compared OMol25 entry of this formula, charge and spin) ... 49.7 kcal/mol

This record from the Open Molecules 2025 dataset describes 3 unconnected molecules or ions with the total composition C21H23N4O6P. The level of theory is the ωB97M-V functional and the def2-TZVPD basis.

Positions of all 55 atoms, in Å:
C 2.78 -2.38 4.48
C 2.44 -1.71 3.17
C 1.14 -1.74 2.66
C 0.85 -1.10 1.46
C 1.85 -0.42 0.77
C 3.14 -0.37 1.27
C 4.19 0.36 0.45
N 5.26 1.05 1.20
P 4.71 2.13 2.42
N 3.57 3.06 1.88
C 6.34 0.23 1.54
O 6.93 -0.48 0.77
O 6.75 0.38 2.85
C 3.42 -1.03 2.46
H 2.45 -1.76 5.31
H 3.86 -2.47 4.58
H 2.32 -3.36 4.57
H 0.36 -2.24 3.21
H -0.16 -1.13 1.08
H 1.59 0.07 -0.16
H 4.69 -0.37 -0.19
H 3.70 1.08 -0.20
H 4.29 1.37 3.51
H 5.89 2.75 2.83
H 3.87 4.03 1.89
H 6.80 -0.50 3.24
H 4.42 -1.02 2.87
O -2.01 -2.08 2.14
N -2.93 -2.83 1.88
O -3.35 -3.69 2.62
C -3.57 -2.68 0.56
C -3.08 -1.73 -0.32
C -3.68 -1.61 -1.56
C -4.74 -2.43 -1.90
C -5.22 -3.37 -1.00
C -4.63 -3.51 0.24
H -2.25 -1.10 -0.04
H -3.29 -0.88 -2.26
H -5.20 -2.34 -2.88
H -6.05 -4.01 -1.27
H -4.99 -4.24 0.95
O -1.90 0.23 -3.36
N -2.16 1.28 -2.80
O -2.01 1.47 -1.61
C -2.71 2.37 -3.61
C -2.92 2.16 -4.96
C -3.45 3.20 -5.72
C -3.75 4.41 -5.12
C -3.52 4.61 -3.76
C -2.99 3.58 -3.00
H -2.69 1.21 -5.41
H -3.64 3.05 -6.77
H -4.17 5.22 -5.71
H -3.75 5.55 -3.30
H -2.80 3.71 -1.94

SMILES string ... Cc1cccc(CN([PH2]=N)C(=O)O)c1.O=[N+]([O-])c1ccccc1.O=[N+]([O-])c1ccccc1
E_HOMO ... -8.82 eV
Net charge ... 0

What is the net charge in the second record?
0

What is the formula in the second record?
C21H23N4O6P